(1)
Entry from the Open Molecules 2025 dataset: 8 unconnected molecules or ions with the total composition C26H73N5O11 at a distorted geometry (the ωB97M-V functional and the def2-TZVPD basis).

Calculated values
E: -2135.63156 a.u.
orbital gap: 9.348 eV
relative energy (zero: lowest compared OMol25 entry of this formula, charge and spin): 1.645 eV
total charge: 0
SMILES: COC[C@H](C)N.COC[C@H](C)N.COC[C@H](C)N.COC[C@H](C)N.COC[C@H](C)N.OCCO.OCCO.OCCO

Atoms and positions in Å:
C (2.3364, -4.2137, -3.7054)
C (1.1922, -3.9597, -2.7298)
C (1.3022, -5.0169, -1.6029)
O (1.5316, -6.3533, -2.0665)
C (0.3512, -6.9143, -2.6318)
N (1.1765, -2.6417, -2.1290)
H (2.0963, -4.8901, -4.5261)
H (3.1966, -4.7058, -3.2458)
H (2.7402, -3.3058, -4.1589)
H (0.2690, -4.0430, -3.3143)
H (0.4756, -4.9792, -0.8890)
H (2.2121, -4.7407, -1.0682)
H (0.6002, -7.4814, -3.5273)
H (-0.4951, -6.2836, -2.9257)
H (-0.1422, -7.5258, -1.8694)
H (1.3561, -1.8940, -2.7925)
H (0.2306, -2.3919, -1.8584)
C (3.6614, 2.7381, -0.6469)
C (3.6931, 3.3300, 0.7753)
C (4.4607, 2.4686, 1.7667)
O (3.6470, 1.9336, 2.8037)
C (4.0930, 0.7279, 3.4190)
N (4.2550, 4.6818, 0.6235)
H (2.9033, 3.2704, -1.2178)
H (3.6488, 1.6423, -0.6913)
H (4.6157, 2.8000, -1.1826)
H (2.6680, 3.4744, 1.1146)
H (5.1635, 3.1479, 2.2592)
H (4.9182, 1.5817, 1.3205)
H (5.1094, 0.8587, 3.7955)
H (3.9563, -0.0696, 2.6871)
H (3.4817, 0.5049, 4.2921)
H (3.6535, 5.3161, 0.1159)
H (5.1229, 4.7068, 0.1041)
C (-0.5284, -2.4889, 1.0104)
C (-1.9716, -2.5899, 0.4921)
C (-2.2565, -3.9491, -0.1329)
O (-2.2905, -4.9631, 0.8340)
C (-2.4745, -6.2853, 0.3731)
N (-2.7856, -2.2740, 1.7040)
H (0.2571, -2.8279, 0.3345)
H (-0.4461, -3.1079, 1.9048)
H (-0.2805, -1.4651, 1.2909)
H (-2.3050, -1.8601, -0.2467)
H (-1.5584, -4.1219, -0.9571)
H (-3.2718, -3.8413, -0.5393)
H (-2.0236, -6.9590, 1.0986)
H (-1.9950, -6.4574, -0.5950)
H (-3.5313, -6.5217, 0.2228)
H (-2.3848, -2.7161, 2.5254)
H (-3.6476, -2.8200, 1.6899)
C (1.1387, 5.1847, 2.9628)
C (0.6308, 4.0206, 3.8485)
C (-0.8948, 4.1076, 3.9124)
O (-1.2390, 5.4206, 4.3740)
C (-2.6206, 5.7337, 4.4013)
N (1.0290, 2.7172, 3.2391)
H (2.2297, 5.1773, 2.9399)
H (0.8052, 6.1508, 3.3419)
H (0.7428, 5.1445, 1.9452)
H (1.1229, 4.0597, 4.8192)
H (-1.1971, 3.4152, 4.7029)
H (-1.3337, 3.9036, 2.9335)
H (-2.8430, 5.9447, 3.3454)
H (-2.7698, 6.6971, 4.8817)
H (-3.2135, 4.8647, 4.6886)
H (0.7187, 2.7458, 2.2721)
H (2.0517, 2.7396, 3.1913)
C (2.7295, 0.1802, -5.5075)
C (1.6067, 0.6236, -4.5697)
C (0.9647, 2.0055, -4.8041)
O (-0.1228, 1.8628, -5.7119)
C (-0.9810, 2.9831, -5.9129)
N (0.6024, -0.4459, -4.4948)
H (3.1697, -0.7869, -5.2808)
H (3.5210, 0.9328, -5.4507)
H (2.3854, 0.2627, -6.5410)
H (2.0780, 0.7237, -3.5863)
H (1.7313, 2.7556, -5.0196)
H (0.5905, 2.2853, -3.8138)
H (-1.3968, 3.2217, -4.9280)
H (-1.7728, 2.6960, -6.5974)
H (-0.4121, 3.8654, -6.2125)
H (0.2692, -0.6669, -5.4278)
H (-0.2472, -0.0486, -4.1050)
C (-0.8934, -0.8073, 6.0102)
C (0.2761, -0.3710, 5.1215)
O (-0.1866, 0.3186, 3.9890)
O (-1.7518, -1.6727, 5.2941)
H (-1.5284, 0.0212, 6.3395)
H (-0.5154, -1.3132, 6.8993)
H (0.8270, -1.2681, 4.8265)
H (0.9203, 0.3047, 5.6927)
H (0.2190, 1.2052, 3.9414)
H (-1.9803, -1.2072, 4.4812)
C (0.0623, 1.0282, -0.3297)
C (-0.8543, 1.0918, -1.5211)
O (-1.9522, 0.2506, -1.3648)
O (-0.4277, 1.7990, 0.7615)
H (0.9419, 1.5906, -0.6678)
H (0.3784, 0.0151, -0.0800)
H (-0.2128, 0.8178, -2.3576)
H (-1.1794, 2.1370, -1.5608)
H (-2.6970, 0.5962, -0.8468)
H (-0.7111, 1.2323, 1.4890)
C (-6.0966, 0.0637, -1.1612)
C (-5.2605, -0.8513, -0.2732)
O (-4.0644, -0.1782, 0.1310)
O (-5.5979, 0.0910, -2.5109)
H (-6.1006, 1.0989, -0.8085)
H (-7.1486, -0.2204, -1.1265)
H (-5.1036, -1.8214, -0.7432)
H (-5.8917, -0.8884, 0.6207)
H (-3.8128, -0.5313, 0.9963)
H (-4.7186, 0.4671, -2.3853)

Atoms 1-3, force components in eV/Å:
0.98 0.13 -0.24
-0.45 -0.73 -0.59
0.64 0.12 -0.27

(2)
Entry from the Open Molecules 2025 dataset: a molecular structure, C26H74CdN4O14 at a distorted geometry (the ωB97M-V functional and the def2-TZVPD basis).

Calculated values
E: -2474.83037 a.u.
orbital gap: 7.185 eV
total charge: 0

Atoms and positions in Å:
Cd (-1.2934, 2.6110, 0.3509)
C (-2.8704, 5.2016, -0.7276)
O (-2.5018, 4.3388, 0.3296)
H (-2.1881, 5.1912, -1.5776)
H (-3.8680, 4.9187, -1.0635)
H (-2.9161, 6.2305, -0.3705)
C (1.7766, 3.8317, -0.6875)
O (0.5892, 3.5328, -0.0568)
H (1.9209, 3.5446, -1.7291)
H (2.0234, 4.8920, -0.6318)
H (2.6318, 3.2943, -0.2777)
C (2.4418, 1.7629, 5.7959)
O (2.9364, 1.6200, 4.4960)
C (2.6682, 0.4016, 3.8600)
C (2.9579, 0.5863, 2.3883)
N (2.6293, -0.5632, 1.5166)
C (2.8505, -1.8460, 2.1345)
C (2.7816, -3.0929, 1.2301)
O (3.6078, -2.7390, 0.1486)
C (3.4561, -3.5421, -1.0152)
H (2.5770, 0.9154, 6.4679)
H (1.3727, 1.9471, 5.6902)
H (2.8716, 2.6227, 6.3098)
H (1.6418, 0.0582, 3.9892)
H (3.3236, -0.3638, 4.2757)
H (4.0380, 0.7272, 2.3487)
H (2.5277, 1.5563, 2.1390)
H (3.1558, -0.6293, 0.6572)
H (2.1448, -1.9972, 2.9513)
H (3.8159, -1.9293, 2.6335)
H (1.7635, -3.3907, 0.9792)
H (3.3013, -3.9165, 1.7196)
H (3.9331, -4.4871, -0.7552)
H (3.8524, -3.1275, -1.9422)
H (2.4101, -3.7308, -1.2570)
C (4.8570, 0.5740, -1.8399)
O (3.8990, -0.0521, -2.7262)
C (2.6441, 0.6384, -2.8483)
C (1.7211, 0.1127, -4.0488)
N (1.5092, -1.3107, -3.9096)
C (0.9990, -1.9308, -5.1542)
C (1.2469, -3.4441, -5.1510)
O (2.6436, -3.7056, -5.3636)
C (3.2608, -3.1859, -6.6203)
H (5.8074, 0.0431, -1.7865)
H (4.4486, 0.5408, -0.8299)
H (5.0218, 1.6152, -2.1170)
H (2.9571, 1.6773, -2.9520)
H (2.0054, 0.6309, -1.9650)
H (2.3350, 0.3679, -4.9126)
H (0.8209, 0.7195, -4.1462)
H (2.3977, -1.7081, -3.6400)
H (1.4077, -1.4263, -6.0297)
H (-0.0739, -1.7382, -5.1584)
H (0.7020, -3.9881, -5.9226)
H (0.8545, -3.8369, -4.2131)
H (2.8855, -3.7033, -7.5032)
H (4.3275, -3.4072, -6.6558)
H (3.1682, -2.1079, -6.7524)
C (-1.0692, -3.4785, 4.9401)
O (-0.2162, -3.2955, 3.8021)
C (-0.6179, -2.2243, 2.8586)
C (-2.1082, -2.4649, 2.4506)
N (-2.4001, -1.6285, 1.2886)
C (-3.7609, -1.9564, 0.8421)
C (-3.8278, -3.1865, -0.1194)
O (-2.8198, -2.9996, -1.1303)
C (-3.0947, -3.8787, -2.2366)
H (-1.4930, -2.5835, 5.3956)
H (-0.5155, -4.0353, 5.6960)
H (-1.9063, -4.1269, 4.6812)
H (0.0560, -2.2160, 2.0019)
H (-0.4921, -1.2284, 3.2832)
H (-2.8234, -2.3638, 3.2669)
H (-2.1060, -3.5086, 2.1363)
H (-1.7572, -1.7154, 0.5145)
H (-4.1623, -1.1422, 0.2387)
H (-4.4733, -2.0470, 1.6620)
H (-4.8191, -3.0951, -0.5632)
H (-3.7004, -4.1401, 0.3931)
H (-3.1197, -4.9198, -1.9147)
H (-2.2965, -3.8316, -2.9775)
H (-3.9893, -3.6269, -2.8061)
C (-1.0538, 2.2312, -2.8638)
O (-1.8067, 2.0721, -1.6520)
C (-2.9260, 1.2095, -1.6836)
C (-3.7593, 1.5024, -0.4218)
N (-2.8455, 1.2200, 0.7204)
C (-3.4292, 1.7316, 1.9936)
C (-2.2318, 1.8446, 2.9263)
O (-1.0561, 2.5227, 2.3988)
C (-0.0717, 2.8161, 3.3918)
H (-0.9331, 1.2728, -3.3687)
H (-0.1726, 2.7441, -2.4784)
H (-1.5031, 3.0108, -3.4790)
H (-2.6124, 0.1679, -1.7537)
H (-3.4771, 1.4072, -2.6030)
H (-4.6158, 0.8293, -0.3815)
H (-4.1532, 2.5186, -0.4039)
H (-2.8534, 0.2225, 0.8785)
H (-4.1912, 1.1122, 2.4666)
H (-3.9124, 2.6973, 1.8453)
H (-1.9859, 0.8198, 3.2045)
H (-2.6506, 2.3083, 3.8195)
H (0.1850, 1.9007, 3.9249)
H (-0.2186, 3.6414, 4.0885)
H (0.7918, 3.1959, 2.8456)
O (-4.7038, 5.1395, 2.1398)
H (-3.9479, 4.9473, 1.5850)
H (-5.1743, 5.8305, 1.6735)
O (-0.2910, -1.4665, -1.3513)
H (0.1095, -1.5703, -2.2145)
H (-0.9646, -2.1457, -1.3161)
O (-0.0674, 0.7330, 0.2605)
H (0.8147, 0.7219, 0.6320)
H (-0.1019, -0.0427, -0.2992)
O (-0.1470, 5.9242, 1.3452)
H (-1.0383, 5.6008, 1.4758)
H (0.2983, 5.2181, 0.8768)

Atoms 1-3, force components in eV/Å:
2.36 2.69 -1.58
0.23 -0.84 1.16
-0.97 1.17 0.08

(3)
Entry from the Open Molecules 2025 dataset: 10 unconnected molecules or ions with the total composition C26H76N4O10 at a distorted geometry (the ωB97M-V functional and the def2-TZVPD basis).

Calculated values
E: -2007.43902 a.u.
orbital gap: 9.551 eV
relative energy (zero: lowest compared OMol25 entry of this formula, charge and spin): 0.073 eV
total charge: 0
SMILES: COC[C@H](C)N.COC[C@H](C)N.COC[C@H](C)N.COC[C@H](C)N.CCO.CCO.CCO.CCO.CCO.O

Atoms and positions in Å:
O (-6.7277, -24.1789, -12.2583)
H (-6.9123, -23.8056, -13.1280)
H (-5.7798, -24.0573, -12.1374)
C (-12.9747, -21.2407, -12.3029)
C (-13.3530, -20.7115, -10.9288)
O (-14.7305, -20.7918, -10.6873)
H (-11.8985, -21.4418, -12.4061)
H (-13.1162, -20.5323, -13.1188)
H (-13.4247, -22.2142, -12.5054)
H (-13.0203, -19.6665, -10.8886)
H (-12.7393, -21.2317, -10.1933)
H (-15.2664, -20.0855, -11.0404)
C (-13.3635, -20.7529, -18.5501)
C (-12.2368, -21.6651, -19.0609)
O (-11.1194, -21.6221, -18.1603)
H (-13.3836, -20.6277, -17.4679)
H (-14.2997, -21.2466, -18.8277)
H (-13.3374, -19.7486, -18.9758)
H (-12.0502, -21.4888, -20.1155)
H (-12.6580, -22.6719, -18.9696)
H (-11.4267, -22.0248, -17.3401)
C (-9.7821, -23.2605, -14.7026)
C (-9.3618, -21.7841, -14.8534)
O (-8.7130, -21.5064, -16.0965)
H (-9.2351, -23.8901, -15.4016)
H (-10.8556, -23.2680, -14.9007)
H (-9.5554, -23.5465, -13.6770)
H (-8.5656, -21.5837, -14.1339)
H (-10.2123, -21.1290, -14.6410)
H (-9.2854, -21.9409, -16.7445)
C (-10.5621, -26.5574, -14.5398)
C (-9.4606, -27.5859, -14.4129)
O (-8.2246, -27.0067, -14.8149)
H (-10.5135, -25.6544, -13.9354)
H (-11.5268, -26.9664, -14.2088)
H (-10.6626, -26.2449, -15.5822)
H (-9.6564, -28.5101, -14.9602)
H (-9.3466, -27.8425, -13.3570)
H (-8.0482, -27.1158, -15.7510)
C (-13.2560, -17.7170, -15.7815)
C (-12.3015, -18.7223, -15.2074)
O (-12.0272, -18.4719, -13.8360)
H (-12.7815, -16.7396, -15.9459)
H (-14.1149, -17.5122, -15.1440)
H (-13.4363, -17.9512, -16.8343)
H (-11.3841, -18.6402, -15.8060)
H (-12.7044, -19.7391, -15.2902)
H (-11.5169, -19.2109, -13.4825)
C (-9.2999, -18.2885, -10.2986)
C (-8.5500, -19.3492, -11.1256)
C (-8.4462, -20.6959, -10.4128)
O (-7.5082, -20.6887, -9.3573)
C (-6.1741, -20.8981, -9.8018)
N (-9.2966, -19.4634, -12.3995)
H (-9.3544, -17.3562, -10.8580)
H (-8.8317, -18.2463, -9.3146)
H (-10.3499, -18.5598, -10.1617)
H (-7.5548, -18.9701, -11.3878)
H (-8.2139, -21.5264, -11.0884)
H (-9.4070, -20.8770, -9.9264)
H (-5.9159, -20.1607, -10.5628)
H (-6.0723, -21.9223, -10.1625)
H (-5.5125, -20.7463, -8.9529)
H (-8.7328, -20.0383, -13.0214)
H (-9.2193, -18.5855, -12.8979)
C (-4.8475, -23.9055, -22.9956)
C (-5.3737, -23.5587, -21.5968)
C (-6.8470, -23.9354, -21.4716)
O (-7.3071, -23.3740, -20.2440)
C (-8.7069, -23.2792, -20.1079)
N (-4.5953, -24.3748, -20.6681)
H (-3.8391, -23.4877, -23.0570)
H (-5.4686, -23.4276, -23.7633)
H (-4.8031, -24.9265, -23.3754)
H (-5.2130, -22.4944, -21.3958)
H (-6.9361, -25.0219, -21.3842)
H (-7.4423, -23.5968, -22.3239)
H (-9.2548, -22.7867, -20.9157)
H (-8.8409, -22.7853, -19.1493)
H (-9.1491, -24.2813, -20.0220)
H (-3.6254, -24.2117, -20.9093)
H (-4.7510, -24.2389, -19.6802)
C (-8.2162, -16.1550, -13.8518)
C (-8.8400, -17.1075, -14.8910)
C (-8.9685, -16.5202, -16.3085)
O (-7.7858, -15.7717, -16.5729)
C (-7.4883, -15.7155, -17.9425)
N (-7.9516, -18.3150, -14.9576)
H (-8.2441, -15.1169, -14.1873)
H (-7.1512, -16.3587, -13.7330)
H (-8.6845, -16.2234, -12.8724)
H (-9.7358, -17.5680, -14.4718)
H (-9.7970, -15.8111, -16.3849)
H (-9.0150, -17.3893, -16.9653)
H (-7.2510, -16.6810, -18.3967)
H (-6.6651, -15.0191, -18.1145)
H (-8.3264, -15.2181, -18.4561)
H (-7.1453, -17.9675, -15.4787)
H (-8.3561, -19.0428, -15.5453)
C (-15.2860, -24.7621, -15.4503)
C (-14.6835, -23.4890, -16.0723)
C (-15.6007, -22.2728, -15.8860)
O (-15.6108, -21.9151, -14.5144)
C (-15.7126, -20.5391, -14.2965)
N (-13.3766, -23.1999, -15.4876)
H (-14.6295, -25.6085, -15.6858)
H (-16.2633, -25.0511, -15.8409)
H (-15.3034, -24.7252, -14.3605)
H (-14.5524, -23.5765, -17.1589)
H (-16.6218, -22.4370, -16.2422)
H (-15.2238, -21.4779, -16.5409)
H (-15.0691, -19.9215, -14.9282)
H (-15.4276, -20.3564, -13.2597)
H (-16.7322, -20.1305, -14.3084)
H (-13.0153, -24.0776, -15.1271)
H (-13.5841, -22.6419, -14.6549)

Atoms 1-3, force components in eV/Å:
0.02 0.18 -0.03
0.02 -0.12 0.03
-0.06 -0.03 -0.02